No. 1
{
  "formula": "C7H11ClN3O2",
  "method": "the ωB97M-V functional and the def2-TZVPD basis",
  "lumo_energy_ev": -4.72,
  "de_lowest_kj_mol": 150.8,
  "charge": 1,
  "smiles": "[H]/N=C/O[C@]1(Cl)CC(CCO)=[NH+]C=N1",
  "gap_ev": 9.47,
  "energy_ha": -1047.96201,
  "elements": ["H", "N", "C", "O", "C", "Cl", "C", "C", "C", "C", "O", "N", "C", "N", "H", "H", "H", "H", "H", "H", "H", "H", "H", "H"],
  "positions_angstrom": [[-1.283, -2.499, -0.664], [-1.236, -1.604, -1.082], [-1.628, -1.632, -2.274], [-1.849, -0.393, -2.898], [-1.542, 0.769, -2.337], [-1.820, 1.910, -3.737], [-0.181, 1.025, -1.737], [-0.125, 0.666, -0.346], [1.190, 0.146, 0.187], [1.092, -0.112, 1.698], [0.911, 1.037, 2.478], [-1.178, 0.829, 0.362], [-2.413, 1.128, -0.204], [-2.625, 1.138, -1.438], [-1.943, -2.456, -2.958], [0.687, 0.398, -2.224], [-0.046, 2.125, -1.808], [1.999, 0.841, -0.013], [1.425, -0.687, -0.415], [0.104, -0.731, 1.847], [2.049, -0.763, 1.912], [1.692, 1.435, 2.706], [-1.270, 0.497, 1.375], [-3.205, 1.383, 0.475]],
  "forces_ev_per_angstrom": [[0.39, -1.28, 0.47], [-0.16, 0.29, -0.55], [-0.85, 1.88, -0.50], [0.43, -4.30, -1.14], [-1.30, 2.76, -0.37], [0.62, 0.07, 0.31], [1.76, -0.90, -1.85], [1.46, -0.47, 0.83], [-1.51, 1.70, 1.47], [0.21, -2.70, -0.26], [-2.99, -1.63, -1.19], [-0.31, -0.81, 3.29], [-0.76, 0.60, -0.93], [-0.17, -0.30, 0.16], [0.33, 0.72, 0.71], [-1.74, 1.70, 0.32], [0.42, -0.56, -0.11], [-0.05, 0.54, -0.18], [0.19, -1.44, -0.41], [2.21, 0.57, 0.08], [-2.01, 1.19, 0.34], [3.17, 1.49, 0.87], [0.84, 0.90, -1.78], [-0.17, -0.03, 0.40]],
  "mulliken_charge": [0.2173, -0.3584, -0.0457, -0.3605, 0.6003, -0.1509, -0.7974, 0.3861, -0.8007, -0.7668, -0.4513, 0.1270, -0.1919, -0.3744, 0.4343, 0.3759, 0.3754, 0.4623, 0.5509, 0.3370, 0.3379, 0.3194, 0.3109, 0.4631]
}

=====

No. 2
{
  "formula": "C7H11ClN4S",
  "method": "the ωB97M-V functional and the def2-TZVPD basis",
  "lumo_energy_ev": [-7.81, -9.45],
  "spin_multiplicity": 3,
  "charge": 2,
  "gap_ev": [6.59, 7.23],
  "energy_ha": -1349.96985,
  "elements": ["C", "C", "C", "C", "C", "C", "C", "N", "N", "N", "N", "S", "Cl", "H", "H", "H", "H", "H", "H", "H", "H", "H", "H", "H"],
  "positions_angstrom": [[-2.612, -0.890, 0.955], [-3.133, -0.643, -0.267], [-1.312, -0.114, 1.146], [-1.297, 0.612, -0.169], [0.770, 1.860, -0.133], [1.657, -0.354, -0.608], [3.687, -1.459, 1.067], [-2.336, 0.269, -0.884], [1.641, 0.860, 0.078], [-0.580, 1.712, -0.511], [0.560, -0.614, -1.469], [2.674, -1.724, -0.203], [1.249, 3.446, 0.286], [-2.944, -1.580, 1.683], [-4.167, -0.742, -0.610], [4.281, -2.315, 1.180], [-1.359, 0.531, 1.920], [3.768, -0.410, 1.579], [-2.440, 0.606, -1.852], [2.434, 1.077, 0.692], [-0.961, 2.279, -1.340], [0.560, -0.099, -2.282], [-0.475, -0.719, 1.235], [0.336, -1.588, -1.494]],
  "forces_ev_per_angstrom": [[0.46, -0.09, -0.97], [-1.80, -0.79, 2.69], [-2.13, -1.24, -4.00], [-0.03, 1.53, 0.40], [-1.71, 2.75, -0.11], [-1.14, 0.45, 1.15], [-0.52, 4.07, 1.32], [1.48, 1.81, -2.33], [1.28, -2.87, -0.94], [0.30, -0.18, -1.19], [2.46, -0.78, 3.79], [-1.72, 0.07, -1.99], [-0.03, -0.66, -0.20], [-0.57, -0.43, 0.52], [0.60, -0.69, -0.11], [1.12, -0.77, 0.76], [-0.10, 2.33, 2.66], [0.26, -2.59, -0.79], [-0.36, -0.26, 0.75], [-0.32, -0.06, -0.39], [1.03, -0.79, 1.69], [-0.22, 1.16, -2.37], [1.67, -1.38, 0.42], [0.01, -0.55, -0.75]],
  "lowdin_spin": [0.0323, -0.0069, 0.0086, 0.0184, 0.4225, 0.2542, 0.6145, 0.0529, 0.0929, 0.0550, 0.0702, 0.1770, 0.1239, 0.0014, -0.0009, 0.0302, 0.0025, 0.0219, 0.0021, 0.0018, 0.0118, 0.0070, 0.0044, 0.0022]
}

=====

No. 3
{
  "formula": "C7H11ClS",
  "method": "the ωB97M-V functional and the def2-TZVPD basis",
  "lumo_energy_ev": -0.66,
  "de_lowest_kj_mol": 295.5,
  "charge": 0,
  "gap_ev": 7.47,
  "energy_ha": -1131.49326,
  "elements": ["C", "C", "C", "C", "C", "C", "C", "H", "H", "H", "H", "H", "H", "H", "H", "H", "H", "H", "S", "Cl"],
  "positions_angstrom": [[1.281, 1.099, -0.122], [1.706, -0.308, 0.038], [2.953, -0.560, -0.302], [4.088, -0.861, -0.531], [-2.130, 0.528, -0.948], [-1.234, -0.337, -0.057], [-1.852, -0.459, 1.342], [2.032, 1.833, 0.279], [1.081, 1.630, -1.181], [0.422, 1.267, 0.557], [5.074, -1.286, -0.811], [-2.265, 1.510, -0.383], [-3.055, -0.060, -0.934], [-1.664, 0.833, -1.952], [-0.163, 0.101, 0.028], [-2.177, 0.553, 1.689], [-1.184, -0.864, 2.140], [-2.741, -1.145, 1.338], [0.886, -1.535, 0.739], [-1.060, -1.940, -0.930]],
  "forces_ev_per_angstrom": [[-0.32, 4.10, -0.20], [-3.07, 0.04, 1.47], [4.55, -1.23, -1.52], [2.17, -0.94, -0.87], [0.71, 1.25, 0.55], [0.53, 1.56, -0.41], [-0.67, -0.51, 0.67], [-0.09, -1.06, -0.22], [0.16, -1.98, 2.02], [0.59, 0.73, -0.53], [-1.36, 0.83, 0.50], [-0.16, -1.16, -0.72], [-0.22, 0.80, -0.89], [-0.94, -1.02, 1.31], [-4.14, -1.51, -0.73], [0.13, -0.72, -0.37], [-0.34, 0.34, -0.93], [0.57, 0.77, -0.13], [2.79, -0.46, 1.19], [-0.89, 0.19, -0.18]],
  "mulliken_charge": [-0.9792, 0.7928, -0.9553, 0.1109, -1.2327, 1.4251, -1.0318, 0.3811, 0.2594, 0.3761, 0.4183, 0.2928, 0.3961, 0.3085, -1.0218, 0.3196, 0.3189, 0.3374, -0.2913, -0.2249]
}

=====

No. 4
{
  "formula": "C7H11F",
  "method": "the ωB97M-V functional and the def2-TZVPD basis",
  "lumo_energy_ev": 0.96,
  "de_lowest_kj_mol": 204.5,
  "charge": 0,
  "smiles": "C=C(F)C(C)=C(C)C",
  "gap_ev": 9.83,
  "energy_ha": -373.08952,
  "elements": ["C", "C", "F", "C", "C", "C", "C", "C", "H", "H", "H", "H", "H", "H", "H", "H", "H", "H", "H"],
  "positions_angstrom": [[-2.107, -1.214, 0.544], [-1.654, -0.195, -0.116], [-2.501, 0.494, -0.923], [-0.349, 0.517, 0.118], [-0.521, 1.944, 0.320], [0.733, -0.245, -0.079], [2.113, 0.536, -0.254], [0.842, -1.726, -0.359], [-1.447, -1.506, 1.312], [-3.183, -1.631, 0.367], [0.412, 2.491, -0.117], [-1.270, 2.335, -0.501], [-0.786, 2.323, 1.387], [2.897, 0.137, 0.497], [2.385, 0.466, -1.289], [2.066, 1.475, 0.110], [0.771, -2.288, 0.634], [-0.176, -1.914, -0.824], [1.774, -2.002, -0.826]],
  "forces_ev_per_angstrom": [[-2.94, -1.45, -0.30], [0.02, 2.16, 0.59], [0.14, -0.19, -0.59], [-1.65, -2.96, -0.90], [0.70, 3.93, -1.87], [3.24, 2.12, -0.31], [-0.28, -4.36, 2.09], [-2.68, 0.30, 1.87], [0.25, -1.07, 0.78], [2.33, 0.74, 0.52], [-1.37, -0.70, 1.47], [0.86, -0.73, 2.12], [0.41, -0.78, -1.96], [-0.87, -0.14, -1.66], [0.54, 0.00, -0.34], [-0.52, 3.36, 0.48], [0.29, 0.64, -1.20], [1.67, -0.78, -0.21], [-0.16, -0.07, -0.57]],
  "mulliken_charge": [-0.7908, 0.0858, -0.3071, 0.7605, -0.9999, 0.6799, -1.6171, -1.3548, 0.3197, 0.2498, 0.3171, 0.2783, 0.1819, 0.3051, 0.3257, 0.5341, 0.2606, 0.4004, 0.3705]
}

=====

Number 1: largest force on an atom 4.47 eV Å⁻¹. Number 2: largest force on an atom 4.70 eV Å⁻¹. Number 3: largest force on an atom 4.96 eV Å⁻¹. Number 4: largest force on an atom 4.85 eV Å⁻¹.